1.
Molecular formula: C14H28N4O9P5
Method: DFT, ωB97M-V/def2-TZVPD

```
60
C14H28N4O9P5 | the OMol25 dataset | ωB97M-V/def2-TZVPD
N 2.76973 -0.32807 3.80419
P 3.06558 -1.73839 2.93162
C 2.17427 -1.54949 1.32293
C 1.24602 -0.48240 1.11404
N 0.58085 -0.29030 -0.11434
P -0.48718 1.11808 -0.17652
O -1.87338 0.79556 -0.59729
C 0.78560 -1.14144 -1.21872
C 0.04585 -0.85036 -2.57302
P -1.45885 -1.94598 -2.75202
O -1.23277 -3.12504 -1.85009
O -2.87088 -1.21560 -2.36263
O -1.58358 -2.48399 -4.31144
C 1.69644 -2.27591 -1.10704
P 2.05948 -3.44574 -2.49391
O 1.09193 -3.40054 -3.62166
O 3.53109 -2.97704 -3.12172
O 2.12048 -5.01942 -1.97596
C 2.41691 -2.50225 0.20179
P 3.64151 -3.85280 0.56881
O 4.57779 -4.22143 -0.75662
O 2.91197 -5.19832 1.22875
H 2.32868 -0.53073 4.69345
H 4.45506 -1.85599 2.61950
H 2.65577 -2.90301 3.64360
H 1.06845 0.22004 1.96466
H -0.55635 1.63736 1.15822
H 0.16205 2.08181 -0.99498
H 0.80742 -1.06688 -3.37249
H -0.21080 0.23612 -2.69941
H -3.14104 -1.54003 -1.47995
H -1.85649 -3.41962 -4.20805
H 3.39023 -2.14161 -3.60904
H 1.70066 -5.55645 -2.68094
H 4.44561 -5.14459 -1.05316
H 1.96759 -5.26731 0.98632
C -5.13986 1.15555 -1.48984
C -5.40363 1.27115 -2.98651
C -5.88743 2.66397 -3.39951
C -7.16225 2.98637 -2.70939
N -8.14876 3.23608 -2.17278
H -6.04970 1.31584 -0.90742
H -4.77090 0.15918 -1.24633
H -4.39147 1.88297 -1.16622
H -6.14515 0.52179 -3.27540
H -4.48396 1.03819 -3.52904
H -6.04937 2.70143 -4.47813
H -5.14286 3.42045 -3.14247
C 2.43734 4.76959 3.25199
C 1.66083 4.68363 4.56194
C 2.30525 3.73308 5.57578
C 2.36493 2.35612 5.01838
N 2.41181 1.28305 4.57828
H 2.47310 3.80408 2.74078
H 1.95934 5.47817 2.57352
H 3.46268 5.10462 3.42494
H 0.63883 4.35858 4.34873
H 1.59491 5.68048 5.00263
H 1.72287 3.71537 6.49856
H 3.31771 4.06198 5.82064
```

Results
F_max (eV/Å): 8.13
Orbital gap (Ha): 0.16736
Charge: +1

These are the Mulliken partial charges, in e, on atoms 1 to 5: atom 1 (N): -0.350, atom 2 (P): 0.049, atom 3 (C): -0.537, atom 4 (C): 0.100, atom 5 (N): 0.270

=====

2.
Molecular formula: C37H38AsIrN6O4SSe
Method: DFT, ωB97M-V/def2-TZVPD

```
89
C37H38AsIrN6O4SSe | the OMol25 dataset | ωB97M-V/def2-TZVPD
Ir 0.46472 1.46840 0.31524
N -0.57117 -0.37511 4.93697
C -0.18480 0.78549 4.08910
C 1.28293 1.10394 4.29914
C 1.78717 2.22902 3.38414
N 2.02803 1.75950 1.97660
C 0.84447 3.42751 3.39963
C -0.62635 3.04334 3.26749
N -0.89519 2.57635 1.87408
C -1.03794 2.00828 4.30678
H -0.14607 -1.25763 4.35973
H -1.58206 -0.46816 5.00287
H -0.19467 -0.32455 5.88047
H -0.31764 0.42802 3.07525
H 1.89485 0.20414 4.18291
H 1.42427 1.45724 5.32656
H 2.75714 2.53060 3.77981
H 2.48355 0.85165 2.04464
H 2.71072 2.38294 1.55211
H 1.11509 4.12342 2.59902
H 0.98074 3.97103 4.33619
H -1.22297 3.94219 3.43122
H -0.98805 3.41473 1.30723
H -1.81719 2.14149 1.80597
H -2.10410 1.77677 4.20899
H -0.88316 2.43322 5.30273
S -0.56332 3.20521 -0.81231
C -1.41029 2.59396 -2.24750
C -1.85300 3.49059 -3.21236
C -2.47960 2.99994 -4.35071
C -2.65059 1.63460 -4.54534
C -2.21468 0.74131 -3.58043
C -1.61529 1.23259 -2.42743
As -1.02695 0.17055 -0.95863
C -2.55146 -0.02164 0.21231
C -3.52641 0.97392 0.17522
C -4.58950 0.93748 1.06948
C -4.68461 -0.09381 1.99579
C -3.71682 -1.09098 2.02684
C -2.64632 -1.05453 1.14273
C -0.55298 -1.51889 -1.72632
C 0.52904 -1.56116 -2.60337
C 0.79703 -2.72165 -3.31182
C -0.00724 -3.84072 -3.13704
C -1.09302 -3.79249 -2.27151
C -1.37768 -2.62890 -1.57113
H -1.69608 4.55535 -3.08642
H -2.82307 3.69525 -5.10636
H -3.12078 1.27072 -5.44889
H -2.34339 -0.32545 -3.72077
H -3.47120 1.77089 -0.55652
H -5.35337 1.70364 1.02644
H -5.52446 -0.13162 2.67863
H -3.80333 -1.91181 2.72875
H -1.89877 -1.83448 1.18025
H 1.15524 -0.69155 -2.75233
H 1.63897 -2.75515 -3.99087
H 0.20689 -4.74893 -3.68618
H -1.73159 -4.65804 -2.15205
H -2.24440 -2.59457 -0.92657
O 0.21424 -2.11314 3.28347
C 0.51785 -1.88567 2.08019
O 0.42794 -0.76256 1.51322
C 0.93913 -3.08138 1.27501
C 0.66562 -4.37149 1.73380
C 1.04325 -5.47688 0.98756
C 1.73463 -5.31576 -0.20648
C 2.01941 -4.02995 -0.62633
C 1.60835 -2.91620 0.07480
N 2.80289 -3.82376 -1.85569
O 3.00809 -4.77957 -2.56732
O 3.20573 -2.69206 -2.07775
H 0.15154 -4.49584 2.67647
H 0.81541 -6.47280 1.34406
H 2.06445 -6.16009 -0.79553
H 1.80548 -1.93468 -0.32130
Se 3.40971 0.15796 -0.37204
N 2.06259 1.22111 -0.98785
C 2.36270 1.55218 -2.24373
C 1.63524 2.39030 -3.13457
C 2.12450 2.60329 -4.38259
C 3.35298 2.02873 -4.85162
C 4.10075 1.25851 -4.03378
C 3.62785 1.00549 -2.70679
N 4.31166 0.27188 -1.85097
H 0.73429 2.88034 -2.81090
H 1.56958 3.25038 -5.05083
H 3.68021 2.23785 -5.86107
H 5.04457 0.82032 -4.32984
```

Results
F_max (eV/Å): 1.20
Orbital gap (Ha): 0.25284
Charge: +2
ΔE to the lowest compared entry with this formula, charge and spin (kcal/mol): 32.2

These are the Mulliken partial charges, in e, on atoms 1 to 5: atom 1 (Ir): 4.309, atom 2 (N): 0.058, atom 3 (C): 1.555, atom 4 (C): -1.402, atom 5 (C): -0.138

=====

3.
Molecular formula: C36H25BrN8O2S2Sc
Method: DFT, ωB97M-V/def2-TZVPD

```
75
C36H25BrN8O2S2Sc | the OMol25 dataset | ωB97M-V/def2-TZVPD
Sc 0.11096 0.19919 -0.46850
C 3.49810 2.63562 1.56785
C 2.78951 1.61136 0.98049
N 1.45887 1.61515 0.90460
C 0.78364 2.66685 1.46688
C 1.41374 3.80330 1.99817
C 2.83116 3.74093 2.05472
C 0.67602 4.93097 2.37077
C -0.67667 4.90399 2.26686
C -1.34546 3.73842 1.83983
C -0.65765 2.58293 1.47030
N -1.13819 1.34757 1.09063
C -2.35053 0.85020 1.45076
C -3.42801 1.48589 2.06238
C -4.55621 0.78829 2.49082
C -4.70214 -0.55641 2.37126
C -3.67615 -1.27040 1.71688
C -3.69883 -2.67555 1.51676
C -2.64935 -3.29118 0.89184
C -1.54917 -2.51109 0.43908
N -1.53086 -1.20875 0.54180
C -2.52438 -0.58133 1.21418
H 4.59003 2.61826 1.61348
H 3.27612 0.79488 0.47262
H 3.44017 4.58773 2.41498
H 1.20425 5.81199 2.76729
H -1.26153 5.78987 2.48943
H -2.43671 3.77948 1.76522
H -3.34927 2.49790 2.37905
H -5.40547 1.35073 2.87422
H -5.59984 -1.06213 2.72199
H -4.57086 -3.23439 1.80223
H -2.65232 -4.34481 0.69701
H -0.68511 -2.98862 -0.06126
N -1.32591 -2.89347 -3.87141
C -2.60192 -2.46177 -3.54094
C -2.45304 -1.52916 -2.57484
N -1.15050 -1.36340 -2.25858
C -0.48250 -2.19651 -3.07196
C 0.94153 -2.39037 -2.95482
N 1.55440 -2.17100 -1.80829
C 2.88489 -2.46220 -2.03386
C 3.08149 -2.83329 -3.33692
N 1.84272 -2.79680 -3.91648
H -1.05156 -3.58324 -4.56074
H -3.47353 -2.81138 -4.06012
H -3.27186 -1.00735 -2.05534
H 3.59894 -2.36466 -1.21765
H 3.96266 -3.08611 -3.90261
H 1.61136 -2.71625 -4.90259
S -1.37999 1.82416 -1.63127
C -0.53539 2.36782 -3.05060
C -1.20512 3.28105 -3.88428
C -0.54908 3.96033 -4.89365
C 0.82228 3.76391 -5.08564
C 1.46162 2.81268 -4.35329
C 0.81429 2.07964 -3.33856
S 1.65350 0.80546 -2.45340
H -2.26199 3.43197 -3.75680
H -1.11031 4.65560 -5.50618
H 1.34172 4.33695 -5.86277
H 2.50822 2.63995 -4.50459
Br 1.96187 -4.15408 6.60350
C 2.40162 -3.67861 4.81380
C 3.33794 -4.39891 4.12340
N 3.65026 -4.11538 2.85446
C 2.95178 -3.16671 2.23633
C 2.01783 -2.35092 2.87233
C 1.76007 -2.60492 4.20678
C 1.22094 -1.25165 2.18317
O 0.53224 -0.55435 2.91988
O 1.31753 -1.14983 0.89082
H 3.89319 -5.20427 4.63209
H 3.10783 -3.03083 1.17697
H 0.99216 -2.03896 4.70002
```

Results
F_max (eV/Å): 2.03
Orbital gap (Ha): 0.20784
Charge: -1
ΔE to the lowest compared entry with this formula, charge and spin (kcal/mol): 8.0

These are the Mulliken partial charges, in e, on atoms 1 to 5: atom 1 (Sc): -0.361, atom 2 (C): -1.089, atom 3 (C): -0.291, atom 4 (N): 1.195, atom 5 (C): 0.202

=====

| no. | lowest unoccupied orbital energy (eV) |
| --- | --- |
| 1 | -5.496 |
| 2 | -6.184 |
| 3 | 2.026 |